(1)
Molecular formula: C5H9NO2
Method: DFT, ωB97M-V with the def2-TZVPD basis set

Geometry as XYZ:
```
17
Properties=species:S:1:pos:R:3:forces:R:3
C -0.0969 -1.7899 -0.0853 4.3 -1.6 -1.0
H 0.9620 -2.3163 -0.0020 -2.7 0.2 -0.4
H -0.6786 2.1207 -1.2872 -0.9 -0.2 3.7
H -1.8884 2.1582 0.4992 2.9 0.4 -1.6
O -2.5910 -1.2228 0.1079 -2.1 -0.5 0.3
C -2.3346 -0.0572 0.0889 4.5 -0.9 -0.7
H -2.8999 0.8046 -0.0315 -2.5 1.3 0.2
H 0.1927 2.1216 0.4996 -3.2 -0.4 -1.0
H 2.5084 -0.4074 1.3594 0.6 -0.8 -3.2
H 2.6076 -1.3526 -0.5396 -0.3 2.6 2.0
H -1.0705 -2.2271 -0.3795 1.4 0.2 0.8
H 3.2785 0.4372 -0.1516 -1.0 -1.2 0.2
N -1.0063 0.4083 0.0283 0.0 -1.9 -0.5
C 2.4959 -0.3382 0.1329 0.3 0.0 1.5
O 1.2241 0.3417 -0.0511 1.2 -2.1 -0.8
C 0.1542 -0.4891 -0.1567 -3.7 2.6 1.7
C -0.8573 1.8083 -0.0317 1.2 2.3 -1.3
```
Positions in Å, forces in eV/Å.

HOMO-LUMO gap	9.1	eV
electronic energy	-401.00389	Ha
LUMO level	0.743	eV
HOMO energy	-8.376	eV
energy above the lowest of the compared OMol25 structures with the same formula, charge and spin	453.9	kJ/mol
2S+1	1

(2)
Molecular formula: C24H20F2HfIN2O5
Method: DFT, ωB97M-V with the def2-TZVPD basis set

Geometry as XYZ:
```
55
Properties=species:S:1:pos:R:3:forces:R:3
H 3.5929 -0.0939 3.5064 0.0 0.0 0.0
H -0.3301 4.2982 2.3476 0.0 0.0 0.0
F -3.4836 -1.9106 -0.7414 0.0 0.3 0.0
C -4.1209 4.0397 -1.1256 0.1 -0.1 0.1
H -3.5302 -0.9623 1.0075 0.1 0.0 0.0
H 1.1465 3.3784 1.9907 0.0 0.0 0.0
H 2.9316 1.2189 5.4922 0.0 0.0 0.0
C 0.6397 0.5297 -1.8567 -0.2 -0.2 0.2
C 0.2470 0.1200 2.8691 0.4 0.1 0.2
C -0.4894 2.8729 0.7361 0.4 0.2 0.2
C 0.8470 1.2385 4.9478 0.0 0.0 -0.1
Hf -0.7283 -0.3278 -0.0584 0.4 0.5 -0.5
O -0.2912 -2.1373 -1.1299 -0.3 0.2 0.1
N 1.8540 -2.2000 -0.3454 -0.1 -0.3 -0.1
C -3.4252 4.9503 -0.3122 -0.1 0.2 0.0
H -3.7984 5.9572 -0.1784 0.0 0.0 0.0
C -2.4693 2.3074 -0.6627 0.1 0.4 0.1
C 2.5844 -4.0519 -2.3516 -0.1 -0.1 -0.1
C 1.6207 -0.2170 2.6920 -0.4 0.2 0.2
C 0.9120 -2.5651 -1.2000 0.3 0.2 0.3
H -1.1453 1.0882 4.1621 0.0 0.0 0.0
C 1.9231 -5.2540 -4.3339 0.1 0.0 0.1
H 3.0792 -1.4496 1.6567 0.0 0.0 -0.1
H -4.1780 2.0528 -1.9226 0.0 0.0 0.0
C 1.2890 -3.5101 -2.2660 0.0 0.0 0.0
H -5.0325 4.3486 -1.6226 0.0 0.0 0.0
C 2.5547 0.1828 3.6555 0.0 0.0 -0.1
C -2.2687 4.5513 0.2978 0.2 -0.1 0.1
O 3.5472 -3.7843 -1.4560 0.1 -0.2 -0.1
N 1.3483 -1.3197 0.5760 -0.4 0.4 0.0
H -0.6477 -3.4084 -3.1314 0.0 0.0 0.0
H -1.7269 5.2594 0.9112 0.0 0.0 0.0
C 2.1899 0.9123 4.7661 0.1 0.0 0.1
H 0.6328 4.7025 0.9189 0.0 0.0 0.0
H 3.8859 -5.3337 -3.4498 0.0 0.0 0.0
I -0.1278 0.2459 -3.8738 0.0 -0.1 0.2
O -2.1024 1.0927 -0.8466 0.0 -0.3 0.3
H 2.1745 -5.9340 -5.1387 0.0 0.0 0.0
H 1.6458 0.1078 -1.9223 0.0 0.0 0.0
O -0.6824 -0.2178 2.0181 -0.1 -0.2 -0.2
C 0.3336 -3.8539 -3.2198 0.1 0.0 0.0
H 3.1427 -3.1895 -0.7746 0.0 0.2 0.0
H 0.5442 1.8040 5.8209 0.0 0.0 0.0
C 2.8856 -4.9242 -3.3980 0.0 0.0 0.0
O 0.0321 1.7615 0.5971 -0.1 -0.1 0.0
H 0.7347 1.6147 -1.8051 0.1 0.0 0.0
C -1.7505 3.2469 0.1483 -0.4 -0.3 -0.4
C 0.6421 -4.7208 -4.2502 -0.1 0.0 -0.1
C 2.0739 -1.0292 1.5899 0.1 -0.2 -0.1
C 0.2888 3.8836 1.5524 0.0 -0.1 0.0
H -0.1054 -4.9755 -4.9898 0.0 0.0 0.0
C -2.7693 -1.4108 0.3527 0.3 -0.7 -0.3
F -2.3653 -2.5952 1.0212 -0.1 0.1 0.2
C -3.6567 2.7663 -1.2976 -0.1 -0.1 -0.1
C -0.0986 0.8442 4.0267 -0.2 0.0 0.0
```
Positions in Å, forces in eV/Å.

HOMO-LUMO gap	7.2	eV
electronic energy	-1957.96567	Ha
LUMO level	2.331	eV
total charge	-1
HOMO energy	-4.879	eV
energy above the lowest of the compared OMol25 structures with the same formula, charge and spin	0.0	kJ/mol
2S+1	1

(3)
Molecular formula: C9H16CdOP
Method: DFT, ωB97M-V with the def2-TZVPD basis set

Geometry as XYZ:
```
28
Properties=species:S:1:pos:R:3:forces:R:3
C -1.2501 1.7843 -1.4708 0.7 0.6 -1.0
C 0.0631 3.5345 -0.6689 -2.2 0.4 -0.5
H 1.2146 -3.0047 2.5840 0.0 -0.2 -0.2
H 0.2589 -1.1470 -2.3368 0.0 -0.4 -0.2
C -0.7474 3.0075 0.4000 -1.4 1.2 -0.8
H -2.4065 1.4827 0.3472 0.2 -0.1 0.3
C -1.5750 1.9720 -0.1380 0.1 0.9 0.4
O 0.2379 -0.5467 0.7291 -0.6 -1.9 0.6
C -1.0290 -1.1889 1.0567 0.2 0.6 -0.3
C 1.3385 -1.3836 1.1728 0.0 0.5 0.3
H -1.0512 -2.5120 2.7564 0.0 -0.1 0.0
H -1.5984 -0.5204 1.7338 0.3 -0.3 -0.3
H -1.7726 1.1072 -2.1352 0.3 -0.1 0.0
H 2.3401 -1.3787 -1.8164 -0.2 0.1 -0.6
H 1.6951 -0.1807 -3.6124 0.2 -0.6 0.1
H 0.2317 2.8490 -2.8441 -0.2 -0.2 0.8
H -0.8910 3.4537 1.3844 0.3 -0.2 -0.3
C 0.7813 -2.7461 1.6146 0.0 0.2 -0.5
H 0.5442 4.5107 -0.6804 0.4 -0.7 0.2
P 1.4313 -0.3505 -2.1989 -0.2 0.0 -0.5
H -1.6020 -1.2797 0.1163 0.2 0.0 0.3
H 2.0631 -1.4475 0.3482 -0.2 0.1 0.4
H -1.2902 -3.3447 1.2154 0.0 0.0 0.0
Cd 1.0752 1.5995 -0.3460 4.4 -1.7 2.2
H 1.8252 -0.8790 2.0265 -0.1 -0.1 -0.5
C -0.7366 -2.5455 1.7109 -0.1 0.2 0.2
C -0.1646 2.6833 -1.8272 -2.2 1.5 -0.5
H 1.0142 -3.5284 0.8787 0.0 0.2 0.3
```
Positions in Å, forces in eV/Å.

HOMO-LUMO gap	3.5	eV
electronic energy	-936.68110	Ha
LUMO level	3.336	eV
total charge	-1
HOMO energy	-0.162	eV
energy above the lowest of the compared OMol25 structures with the same formula, charge and spin	0.0	kJ/mol
2S+1	1

(4)
Molecular formula: C29H49N4O8S
Method: DFT, ωB97M-V with the def2-TZVPD basis set

Geometry as XYZ:
```
91
Properties=species:S:1:pos:R:3:forces:R:3
H -0.6008 4.3514 2.7981 0.0 -0.3 0.2
C -8.9129 -2.0699 0.7429 0.1 0.0 0.0
C 1.8211 -0.6425 -0.9465 0.0 -0.1 -0.3
N 3.1612 -0.9284 -0.9326 -0.6 0.7 0.3
H -2.1208 5.0031 1.2044 0.0 0.0 0.0
C -2.7604 -1.4730 -1.7434 0.3 -0.1 -0.1
C -1.3568 4.3346 0.8035 0.0 0.0 -0.2
O 7.4053 -1.9942 0.5376 0.1 0.0 0.0
C 3.5960 -0.3961 0.3995 -0.4 -0.3 0.2
H -2.0443 0.7879 1.1533 0.0 0.0 0.0
C 2.6311 1.4251 1.9151 -0.3 -0.3 0.3
C 0.8090 3.2479 1.5875 -0.2 -0.2 -0.3
S 1.5651 -2.2728 -3.0409 0.0 0.3 -0.2
C -1.4234 -1.8559 -1.8310 -0.2 0.2 0.3
C -2.0000 3.3705 -0.2155 0.2 0.1 0.7
H -4.4514 0.8258 -0.1047 0.3 0.2 0.5
H -6.1410 -3.0185 -0.3877 0.0 0.0 0.1
H 6.6233 -4.8443 1.8225 0.0 0.0 0.1
C -0.4670 -0.8551 -1.7462 0.0 0.2 0.1
H -2.5662 1.7348 -1.3212 0.0 -0.8 -0.5
H -0.1605 1.2834 -1.5073 0.0 -0.1 0.0
H 3.6644 -0.6641 -1.7746 0.2 -0.5 0.0
C -4.1143 2.6069 1.0784 0.0 -0.1 -0.2
H -5.0579 0.7379 1.5244 0.0 0.0 0.0
H 0.4812 1.2132 2.1705 0.0 0.0 0.1
H 8.5132 -3.7007 0.8159 0.0 0.0 0.0
C -6.5431 0.0377 -0.8344 -0.5 0.1 -0.2
H -2.9494 -0.7026 0.9400 -0.1 0.0 0.2
C 7.5377 -3.4275 0.4076 0.0 -0.1 0.0
O -8.0900 -3.0526 0.2903 0.0 0.0 -0.1
H -7.2585 0.1405 -1.6514 0.0 -0.1 0.0
H 5.4672 -3.9450 0.8057 0.0 0.0 0.0
H 1.3783 -3.7852 -1.2414 -0.1 -0.1 -0.1
H -1.6187 2.3604 -0.0221 0.2 0.5 0.1
C 2.0333 -3.6890 -2.1056 0.0 -0.1 0.0
C -2.9825 0.2869 1.4040 0.0 0.1 0.1
H -5.5581 -0.1881 -1.2442 -0.1 0.0 -0.1
C -4.2057 1.0805 0.9305 0.0 0.0 0.2
C -0.6206 3.6501 1.9608 0.0 0.3 -0.1
H 5.1146 1.9767 0.4209 -0.1 0.1 0.0
O 6.6998 -0.6202 2.1760 -0.1 0.1 0.0
C -0.8613 0.4646 -1.5724 -0.4 -0.2 -0.3
H 2.8033 1.6054 -1.5242 0.0 0.0 0.0
H 4.8765 3.1544 -0.8579 0.0 -0.1 -0.1
C 7.4198 -3.8520 -1.0314 0.0 0.2 -0.1
H -3.8783 4.3696 -0.1361 0.0 -0.1 -0.1
C -2.2273 0.7170 -1.4794 0.3 0.0 -0.5
H 0.8332 3.0973 0.5012 0.0 0.0 0.1
H -7.3700 -2.4131 -1.5314 0.0 0.0 0.0
H 2.8925 0.6528 2.6465 0.1 0.0 0.0
C -6.9802 -1.0476 0.1112 0.0 -0.1 0.0
C 1.2557 1.9767 2.2990 0.2 0.3 0.3
H -3.0009 0.1526 2.4875 0.0 0.0 0.0
C -7.0579 -2.4418 -0.4838 0.0 0.0 0.0
H -5.1288 2.9844 1.2252 0.1 0.0 0.1
H -3.5437 2.8640 1.9767 -0.1 0.1 0.0
C 3.1409 1.8974 -0.5240 0.1 0.1 -0.2
H 1.8776 -4.5152 -2.8005 0.1 -0.1 0.1
H -6.4882 0.9979 -0.3217 -0.1 -0.1 -0.1
O -9.9695 -2.2497 1.2444 0.0 0.0 0.0
O -8.3418 -0.8593 0.5349 0.0 0.1 0.0
C 6.8263 -1.7126 1.7241 0.0 -0.2 -0.1
H -3.5324 -2.2289 -1.8204 0.0 0.0 0.0
H 0.8822 -0.2579 0.7467 -0.5 0.5 0.0
H -3.9479 2.8867 -1.0509 -0.1 0.1 0.0
H 3.0693 -3.5895 -1.8019 0.0 0.0 0.0
H 7.3901 -4.9397 -1.0973 0.0 0.0 0.0
H -1.1691 2.7533 2.2640 -0.1 0.1 0.1
H 3.3847 2.2098 2.0073 0.0 -0.1 0.0
N -3.1583 -0.2196 -1.5682 0.0 -0.4 -0.5
H 4.6622 -0.3236 0.5904 0.1 0.2 -0.5
N 0.9484 -1.1825 -1.8004 0.2 -0.1 0.0
H 1.2953 2.1808 3.3737 -0.1 0.0 0.0
H -6.3582 -1.0529 1.0119 0.0 0.0 0.0
C 2.7225 0.8391 0.5162 0.3 0.3 -0.1
H 1.5030 4.0644 1.8075 0.0 0.0 -0.1
N 1.4269 0.2249 0.0315 0.8 -0.7 0.2
H 5.1638 1.4505 -1.2427 0.0 0.1 0.0
C 4.6543 2.1327 -0.5579 0.0 -0.1 0.2
H -0.6389 4.9620 0.2648 -0.1 0.1 0.2
O 2.7144 -1.6038 -3.5641 -0.2 -0.2 0.1
H -1.7012 3.6388 -1.2311 0.0 0.0 0.0
C -3.5296 3.3312 -0.1416 -0.1 0.4 0.2
O 0.4396 -2.5877 -3.8473 0.1 0.1 0.1
H -1.1746 -2.8971 -1.9567 0.1 0.0 0.0
H 8.2665 -3.4958 -1.6147 0.0 0.0 0.0
H 6.5101 -3.4413 -1.4736 0.0 -0.1 0.0
C 6.4276 -3.8971 1.3292 0.0 0.0 0.0
O 6.3656 -2.8466 2.3005 -0.1 0.0 0.0
H 2.6248 2.8328 -0.3172 0.0 -0.1 0.1
H 3.1839 -1.1155 1.1157 0.4 -0.1 0.1
```
Positions in Å, forces in eV/Å.

HOMO-LUMO gap	8.6	eV
electronic energy	-2353.31616	Ha
LUMO level	-3.656	eV
total charge	+1
HOMO energy	-12.283	eV
2S+1	1

(5)
Molecular formula: C15H17ClNO8S
Method: DFT, ωB97M-V with the def2-TZVPD basis set

Geometry as XYZ:
```
43
Properties=species:S:1:pos:R:3:forces:R:3
C -1.9604 -1.7184 2.8970 1.0 0.7 0.9
C 3.9056 1.9532 -2.1859 0.1 -0.3 -0.2
H -6.4603 4.0331 -0.5992 0.0 0.0 0.0
O 7.4341 0.2347 -4.8192 -0.8 1.6 1.2
H -4.9648 4.4640 0.2284 -0.1 -0.1 0.1
H 3.1235 -1.1803 -3.3299 0.1 0.3 0.2
H 3.4795 2.7722 -1.6066 0.0 -0.4 -0.1
C -3.1563 0.1099 1.9061 -0.3 0.7 -0.1
S 1.5348 0.5875 -1.6274 1.0 -1.5 2.7
C -0.9288 -3.4802 3.9479 0.2 -0.2 0.1
C -0.7044 -4.9676 3.8779 0.0 -0.3 -0.1
Cl 0.5910 -0.4273 0.9636 -1.9 0.0 1.6
H -1.6348 -5.5292 4.0003 0.1 0.1 -0.1
C -5.3289 2.3389 -0.0104 -0.1 0.3 -0.1
H -6.3631 3.8467 1.1486 0.1 0.0 0.0
C 5.7044 1.0369 -3.5221 -1.7 -0.2 0.8
H 0.0255 -2.9463 3.8517 -0.3 0.0 0.1
H 2.7934 -0.6576 0.0675 -0.3 0.1 -0.2
C 3.7046 -0.2744 -3.1556 0.1 0.3 0.2
H -2.7594 0.8006 2.6441 0.1 -0.3 -0.1
O 0.8088 -0.2310 -2.5719 -0.6 0.4 -1.0
O -1.7998 -3.0639 2.8713 0.1 0.7 0.4
O -1.4055 -0.9998 3.7168 -0.7 -0.9 -0.7
C -5.7945 3.7521 0.2192 0.0 0.3 0.1
C 3.1803 0.7669 -2.3741 0.4 -0.1 0.2
H 5.3963 -0.9460 -4.3254 -0.1 0.2 0.2
H -4.7954 2.2627 -0.9671 -0.2 -0.1 0.2
O -4.5087 -0.0500 -0.0275 0.3 0.8 1.0
H -0.0387 -5.2543 4.6942 0.0 0.0 0.0
H -0.2227 -5.2650 2.9423 -0.1 0.1 0.1
O 1.0911 1.9387 -1.3649 -0.7 0.7 -0.7
C 5.1702 2.0880 -2.7520 0.2 -0.2 -0.3
C -4.0826 0.6397 0.8892 -0.5 -0.7 -1.2
C -2.8628 -1.1771 1.8637 0.1 -0.8 0.2
H -3.2854 -1.8715 1.1430 0.1 0.3 0.0
H -6.1872 1.6563 -0.0164 0.3 0.1 -0.1
H 5.7506 2.9984 -2.6157 -0.1 -0.3 -0.1
O 7.6201 2.2478 -3.9609 -1.2 -1.8 -0.2
H -1.4029 -3.2120 4.9018 0.2 0.1 -0.2
C 4.9698 -0.1477 -3.7213 0.3 0.4 0.0
O -4.4279 1.9414 1.0477 -0.1 -0.7 -0.4
N 6.9850 1.1809 -4.1303 2.6 0.3 -1.2
C 1.8070 -0.2511 -0.1387 2.7 0.7 -2.9
```
Positions in Å, forces in eV/Å.

HOMO-LUMO gap	4.1	eV
electronic energy	-2096.73327	Ha
LUMO level	1.423	eV
total charge	-1
HOMO energy	-2.696	eV
energy above the lowest of the compared OMol25 structures with the same formula, charge and spin	0.0	kJ/mol
2S+1	1

(6)
Molecular formula: C6H6O
Method: DFT, ωB97M-V with the def2-TZVPD basis set

Geometry as XYZ:
```
13
Properties=species:S:1:pos:R:3:forces:R:3
C 0.2113 1.9852 0.6155 -1.1 1.7 -0.1
C 0.5721 -0.4501 0.9826 0.2 1.8 0.6
H -0.8123 1.1467 -1.8058 0.6 -0.6 0.5
H -0.2874 2.8655 0.1355 0.8 -1.0 0.2
H 0.5859 2.1280 1.5945 0.4 0.4 0.8
C 0.1060 0.7473 0.1846 0.8 -2.0 -0.4
H 1.0493 -0.2982 1.9596 -0.2 0.1 -0.5
O -0.2650 -1.9483 -0.6267 0.5 -1.0 1.3
C 0.3594 -1.6872 0.6004 -0.7 -0.9 -1.2
H 0.5940 -2.6030 1.1823 -0.2 0.8 -0.8
C -0.3979 0.3697 -1.1283 -1.6 -0.1 -0.6
C -0.6469 -0.9216 -1.4145 1.3 1.0 1.2
H -1.0685 -1.3338 -2.2796 -0.7 0.0 -1.2
```
Positions in Å, forces in eV/Å.

HOMO-LUMO gap	8.9	eV
electronic energy	-307.40249	Ha
LUMO level	0.992	eV
HOMO energy	-7.875	eV
energy above the lowest of the compared OMol25 structures with the same formula, charge and spin	160.0	kJ/mol
2S+1	1